1.
A cluster of 3 separate species, C4H4O3S in total at a distorted geometry. Source: the OMol25 dataset; level of theory: wB97M-V/def2-TZVPD.

Output
* multiplicity: 1
* SMILES: O=C=O.O=C=S.C=C
* charge: 0
* relative energy (zero: lowest compared OMol25 entry of this formula, charge and spin): 0.0 kcal per mole
* maximum force: 1.81 eV Å⁻¹
* frontier orbital gap: 10.6 eV
* LUMO level: 0.39 eV

CARTESIAN COORDINATES (ANGSTROEM)
1 O 2.97 -3.31 0.34
2 C 2.33 -2.44 -0.02
3 O 1.69 -1.56 -0.38
4 O 2.03 2.45 1.48
5 C 2.16 2.19 0.36
6 S 2.34 1.84 -1.13
7 C -2.55 -0.30 -0.51
8 C -1.96 0.58 0.29
9 H -2.38 -0.32 -1.57
10 H -3.24 -1.04 -0.13
11 H -1.27 1.32 -0.09
12 H -2.14 0.59 1.35

***

2.
A structure of composition C4H4O4 at a distorted geometry. Source: the OMol25 dataset; level of theory: wB97M-V/def2-TZVPD.

Output
* multiplicity: 1
* charge: 0
* relative energy (zero: lowest compared OMol25 entry of this formula, charge and spin): 110.7 kcal per mole
* maximum force: 7.90 eV Å⁻¹
* frontier orbital gap: 9.3 eV
* LUMO level: -1.24 eV

CARTESIAN COORDINATES (ANGSTROEM)
1 C 0.31 -1.90 0.08
2 C -0.21 -0.55 -0.18
3 C 0.40 0.58 -0.01
4 C -0.17 1.91 -0.16
5 H -1.39 -2.54 -0.75
6 H -1.43 -0.75 -0.46
7 H 1.22 0.51 0.47
8 H 0.80 3.03 1.25
9 O -0.38 -3.04 -0.24
10 O 1.55 -2.15 0.38
11 O 0.64 2.92 0.06
12 O -1.36 1.99 -0.44

***

3.
The molecule C4H4OS at a distorted geometry. Source: the OMol25 dataset; level of theory: wB97M-V/def2-TZVPD.

Output
* multiplicity: 1
* SMILES: S=C1C=CCO1
* charge: 0
* relative energy (zero: lowest compared OMol25 entry of this formula, charge and spin): 51.6 kcal per mole
* maximum force: 8.46 eV Å⁻¹
* frontier orbital gap: 8.4 eV
* LUMO level: -0.11 eV

CARTESIAN COORDINATES (ANGSTROEM)
1 S 2.99 -0.20 -0.05
2 C 1.32 -0.24 -0.02
3 C 0.51 0.99 -0.05
4 C -0.80 0.69 -0.07
5 C -0.97 -0.86 -0.01
6 O 0.51 -1.15 -0.12
7 H 1.14 1.96 0.23
8 H -1.67 1.42 -0.26
9 H -1.23 -1.34 0.97
10 H -1.80 -1.25 -0.62

***

4.
The molecule C4H4OS at a distorted geometry. Source: the OMol25 dataset; level of theory: wB97M-V/def2-TZVPD.

Output
* multiplicity: 1
* SMILES: CC(=S)C=C=O
* charge: 0
* relative energy (zero: lowest compared OMol25 entry of this formula, charge and spin): 46.3 kcal per mole
* maximum force: 4.42 eV Å⁻¹
* frontier orbital gap: 8.6 eV
* LUMO level: -0.19 eV

CARTESIAN COORDINATES (ANGSTROEM)
1 C -1.32 -0.47 -0.24
2 C 0.06 -0.57 0.13
3 S 0.91 -1.94 0.29
4 C 0.62 0.96 0.28
5 C 1.87 1.05 -0.04
6 O 2.94 0.92 -0.43
7 H -1.36 0.12 -1.08
8 H -1.81 -0.13 0.71
9 H -1.89 -1.41 -0.56
10 H -0.02 1.47 0.94

***

5.
The molecule C4H4OS. Source: the OMol25 dataset; level of theory: wB97M-V/def2-TZVPD.

Output
* multiplicity: 1
* SMILES: C1=CSC=CO1
* charge: 0
* relative energy (zero: lowest compared OMol25 entry of this formula, charge and spin): 30.5 kcal per mole
* maximum force: 0.87 eV Å⁻¹
* frontier orbital gap: 8.4 eV
* LUMO level: 0.88 eV

CARTESIAN COORDINATES (ANGSTROEM)
1 C 0.65 -1.18 0.00
2 C -0.66 -1.32 0.00
3 S -1.84 0.00 0.00
4 C -0.65 1.32 -0.01
5 C 0.66 1.18 0.00
6 O 1.37 0.00 0.00
7 H 1.31 -2.03 -0.01
8 H -1.09 -2.30 0.00
9 H -1.08 2.32 0.01
10 H 1.34 2.02 0.01

***

6.
A structure of composition C4H4OS at a distorted geometry. Source: the OMol25 dataset; level of theory: wB97M-V/def2-TZVPD.

Output
* multiplicity: 1
* charge: 0
* relative energy (zero: lowest compared OMol25 entry of this formula, charge and spin): 111.8 kcal per mole
* maximum force: 6.24 eV Å⁻¹
* frontier orbital gap: 9.1 eV
* LUMO level: -0.53 eV

CARTESIAN COORDINATES (ANGSTROEM)
1 C 0.94 1.17 0.12
2 C 0.33 0.15 0.24
3 C 1.81 2.85 -0.30
4 C -0.37 -1.10 0.46
5 O 3.28 4.72 0.47
6 S 2.66 3.48 0.92
7 H 1.64 3.12 -1.32
8 H 0.07 -1.88 -0.16
9 H -1.42 -0.98 0.19
10 H -0.30 -1.39 1.51

***

7.
A structure of composition C4H4OV at a distorted geometry. Source: the OMol25 dataset; level of theory: wB97M-V/def2-TZVPD.

Output
* multiplicity: 5
* charge: +1
* relative energy (zero: lowest compared OMol25 entry of this formula, charge and spin): 64.8 kcal per mole
* maximum force: 3.70 eV Å⁻¹
* frontier orbital gap (alpha / beta): 5.3 / 6.4 eV
* LUMO level (alpha / beta): -6.31 / -6.30 eV

CARTESIAN COORDINATES (ANGSTROEM)
1 C -3.64 0.55 -0.43
2 C -3.76 -0.25 0.56
3 H -3.00 -0.71 1.18
4 H -4.14 1.13 -1.19
5 C -5.44 -0.87 1.24
6 C -5.54 -1.71 2.28
7 O -6.65 -2.15 2.84
8 V -8.35 -2.14 2.60
9 H -6.27 -0.44 0.68
10 H -4.61 -2.04 2.77

***

8.
A structure of composition C4H4P2 at a distorted geometry. Source: the OMol25 dataset; level of theory: wB97M-V/def2-TZVPD.

Output
* multiplicity: 3
* charge: 0
* relative energy (zero: lowest compared OMol25 entry of this formula, charge and spin): 50.0 kcal per mole
* maximum force: 4.08 eV Å⁻¹
* frontier orbital gap (alpha / beta): 6.5 / 6.4 eV
* LUMO level (alpha / beta): 0.05 / -2.60 eV

CARTESIAN COORDINATES (ANGSTROEM)
1 C 1.61 1.77 -1.21
2 C -0.57 -0.19 -0.66
3 C -1.36 -1.24 -0.01
4 C 0.43 1.49 -0.37
5 P 0.35 2.79 -1.67
6 P -1.31 -1.07 -1.84
7 H 2.52 1.39 -1.44
8 H -0.71 -2.05 0.42
9 H -2.19 -0.97 0.50
10 H 0.34 1.58 0.73

***

9.
The molecule C4H4S at a distorted geometry. Source: the OMol25 dataset; level of theory: wB97M-V/def2-TZVPD.

Output
* multiplicity: 3
* charge: 0
* relative energy (zero: lowest compared OMol25 entry of this formula, charge and spin): 38.8 kcal per mole
* maximum force: 6.47 eV Å⁻¹
* frontier orbital gap (alpha / beta): 8.2 / 7.5 eV
* LUMO level (alpha / beta): 0.81 / -1.83 eV

CARTESIAN COORDINATES (ANGSTROEM)
1 C -2.02 -0.86 0.18
2 C 0.77 -0.25 -0.06
3 C -0.43 -0.99 0.07
4 C 1.90 0.36 -0.02
5 S -2.76 0.63 -0.06
6 H -0.25 -1.99 0.04
7 H 2.07 0.70 -0.97
8 H 2.52 0.78 0.78
9 H -1.81 1.62 0.03

***

10.
A cluster of 2 separate species, C4H4Si in total at a distorted geometry. Source: the OMol25 dataset; level of theory: wB97M-V/def2-TZVPD.

Output
* multiplicity: 1
* charge: 0
* relative energy (zero: lowest compared OMol25 entry of this formula, charge and spin): 76.9 kcal per mole
* maximum force: 8.66 eV Å⁻¹
* frontier orbital gap: 7.6 eV
* LUMO level: -1.72 eV

CARTESIAN COORDINATES (ANGSTROEM)
1 C -2.45 0.99 0.43
2 C 2.72 0.34 1.48
3 C -1.62 0.31 -0.12
4 C 1.94 -0.22 0.82
5 Si -0.40 -0.58 -1.09
6 H -3.40 1.43 0.57
7 H 3.45 0.86 2.05
8 H -0.08 0.38 -2.20
9 H -0.99 -1.92 -0.88

***

11.
A structure of composition C4H5AgMgO2 at a distorted geometry. Source: the OMol25 dataset; level of theory: wB97M-V/def2-TZVPD.

Output
* multiplicity: 1
* charge: 0
* relative energy (zero: lowest compared OMol25 entry of this formula, charge and spin): 0.8 kcal per mole
* maximum force: 2.22 eV Å⁻¹
* frontier orbital gap: 2.4 eV
* LUMO level: -2.82 eV

CARTESIAN COORDINATES (ANGSTROEM)
1 C -1.33 0.46 -0.55
2 C -0.69 -0.84 -0.16
3 C 0.58 -1.14 0.22
4 C 1.66 -0.20 0.25
5 O 2.77 -0.42 -0.26
6 O -2.33 0.81 0.30
7 Ag -3.95 2.01 1.75
8 Mg 4.54 0.84 -0.47
9 H -0.44 1.14 -0.68
10 H -1.68 0.35 -1.61
11 H -1.44 -1.63 -0.02
12 H 0.83 -2.17 0.50
13 H 1.48 0.79 0.72

***

12.
The molecule C4H5Br at a distorted geometry. Source: the OMol25 dataset; level of theory: wB97M-V/def2-TZVPD.

Output
* multiplicity: 3
* charge: 0
* relative energy (zero: lowest compared OMol25 entry of this formula, charge and spin): 70.1 kcal per mole
* maximum force: 10.81 eV Å⁻¹
* frontier orbital gap (alpha / beta): 6.3 / 6.8 eV
* LUMO level (alpha / beta): 0.98 / -2.41 eV

CARTESIAN COORDINATES (ANGSTROEM)
1 C 0.39 -0.30 -0.03
2 C 1.16 -1.37 0.00
3 C -0.02 1.04 -0.51
4 C -1.02 0.51 0.56
5 Br -2.72 -0.04 -0.04
6 H 0.89 -2.42 0.48
7 H 2.08 -1.30 -0.55
8 H 0.71 1.76 -0.12
9 H -0.47 1.48 -1.45
10 H -1.00 0.63 1.67

***

> Look up the charge of the eighth one.

0

***

> The highest maximum force belongs to which entry?

C4H5Br

***

Repeat the twelfth record exactly.
The molecule C4H5Br at a distorted geometry. Source: the OMol25 dataset; level of theory: wB97M-V/def2-TZVPD.

Output
* multiplicity: 3
* charge: 0
* relative energy (zero: lowest compared OMol25 entry of this formula, charge and spin): 70.1 kcal per mole
* maximum force: 10.81 eV Å⁻¹
* frontier orbital gap (alpha / beta): 6.3 / 6.8 eV
* LUMO level (alpha / beta): 0.98 / -2.41 eV

CARTESIAN COORDINATES (ANGSTROEM)
1 C 0.39 -0.30 -0.03
2 C 1.16 -1.37 0.00
3 C -0.02 1.04 -0.51
4 C -1.02 0.51 0.56
5 Br -2.72 -0.04 -0.04
6 H 0.89 -2.42 0.48
7 H 2.08 -1.30 -0.55
8 H 0.71 1.76 -0.12
9 H -0.47 1.48 -1.45
10 H -1.00 0.63 1.67